# 1
DFT (wB97M-V/def2-TZVPD) results for C68H144B2F20N4O8P3S4 as an isolated structure at a distorted geometry.

Element x y z (Å)
C  -1.23  2.74  2.65
C  0.04  2.30  1.99
C  0.03  2.54  0.47
N  1.34  2.05  -0.16
C  1.28  0.59  -0.21
C  2.58  2.63  0.58
C  3.70  2.85  -0.43
C  3.01  2.67  -1.80
C  1.53  2.67  -1.49
H  -1.10  2.55  3.70
H  -2.03  2.11  2.34
H  -1.39  3.84  2.49
H  0.11  1.29  2.37
H  0.92  2.76  2.38
H  -0.04  3.58  0.20
H  -0.67  1.98  -0.09
H  2.26  0.26  -0.58
H  0.49  0.33  -0.97
H  0.99  0.13  0.75
H  2.80  1.78  1.23
H  2.27  3.51  1.11
H  4.43  2.14  -0.26
H  4.18  3.82  -0.38
H  3.42  1.79  -2.32
H  3.08  3.55  -2.47
H  0.91  2.21  -2.26
H  1.24  3.71  -1.23
C  -0.25  -3.37  -4.80
C  0.25  -2.23  -5.64
C  -0.94  -1.57  -6.28
N  -0.45  -0.63  -7.42
C  0.68  0.20  -6.87
C  -1.53  0.42  -7.65
C  -2.59  -0.34  -8.43
C  -1.82  -1.49  -9.15
C  -0.35  -1.37  -8.67
H  0.52  -3.74  -4.17
H  -0.75  -4.18  -5.33
H  -1.01  -3.04  -4.06
H  1.00  -2.61  -6.40
H  0.79  -1.63  -4.93
H  -1.46  -0.94  -5.54
H  -1.63  -2.32  -6.74
H  1.00  0.72  -7.80
H  1.45  -0.49  -6.60
H  0.34  0.83  -6.07
H  -1.14  1.22  -8.25
H  -1.85  0.85  -6.69
H  -3.11  0.37  -9.02
H  -3.33  -0.77  -7.77
H  -1.73  -1.57  -10.24
H  -2.14  -2.46  -8.83
H  0.28  -0.84  -9.40
H  0.03  -2.35  -8.45
C  4.17  -0.61  -6.48
C  3.71  -0.36  -5.04
C  4.53  -0.91  -3.86
C  4.78  -2.45  -3.83
P  6.14  -2.99  -2.72
C  5.97  -2.23  -1.08
C  7.24  -2.02  -0.34
C  7.03  -1.40  1.02
C  8.38  -1.23  1.75
C  5.88  -4.79  -2.56
C  5.05  -5.27  -1.32
C  4.60  -6.68  -1.27
C  3.94  -7.07  0.13
C  7.72  -2.52  -3.41
C  8.02  -3.05  -4.87
C  9.32  -2.64  -5.51
C  9.47  -1.15  -5.65
H  4.21  -1.71  -6.70
H  5.16  -0.27  -6.77
H  3.47  -0.12  -7.17
H  2.67  -0.73  -4.91
H  3.64  0.72  -4.75
H  3.93  -0.65  -3.02
H  5.47  -0.39  -3.87
H  5.07  -2.85  -4.77
H  3.97  -3.14  -3.56
H  5.27  -2.80  -0.51
H  5.45  -1.27  -1.27
H  7.78  -1.26  -0.93
H  7.87  -2.96  -0.24
H  6.36  -1.88  1.70
H  6.64  -0.40  0.78
H  8.24  -1.25  2.83
H  8.97  -0.44  1.32
H  8.90  -2.21  1.50
H  6.89  -5.26  -2.51
H  5.56  -5.16  -3.54
H  4.16  -4.68  -1.13
H  5.67  -4.99  -0.49
H  5.51  -7.31  -1.45
H  3.86  -6.82  -1.97
H  3.49  -8.05  0.06
H  3.19  -6.34  0.41
H  4.73  -7.07  0.88
H  8.45  -2.97  -2.71
H  7.76  -1.44  -3.41
H  7.24  -2.56  -5.47
H  7.83  -4.14  -4.88
H  9.39  -3.04  -6.54
H  10.12  -3.06  -4.94
H  9.68  -0.70  -4.72
H  8.59  -0.64  -6.13
H  10.40  -0.99  -6.19
C  0.68  -8.25  6.94
C  -0.10  -7.15  7.64
C  0.16  -5.72  7.18
C  -0.75  -4.56  7.79
P  -2.53  -4.58  7.35
C  -2.48  -5.04  5.56
C  -1.71  -4.05  4.83
C  -1.49  -4.48  3.38
C  -2.28  -3.69  2.38
C  -3.48  -5.91  8.05
C  -3.29  -6.29  9.48
C  -4.42  -7.22  9.93
C  -4.02  -8.03  11.13
C  -3.38  -3.01  7.66
C  -3.62  -3.02  9.22
C  -3.97  -1.50  9.64
C  -5.27  -1.08  9.12
H  1.74  -8.20  7.16
H  0.70  -8.01  5.87
H  0.31  -9.25  7.15
H  0.02  -7.19  8.74
H  -1.13  -7.30  7.50
H  0.00  -5.80  6.08
H  1.19  -5.33  7.19
H  -0.31  -3.60  7.61
H  -0.68  -4.69  8.89
H  -3.53  -5.17  5.23
H  -1.98  -6.01  5.51
H  -0.76  -3.80  5.38
H  -2.20  -3.07  4.71
H  -1.75  -5.55  3.24
H  -0.47  -4.43  3.01
H  -1.96  -3.87  1.32
H  -1.98  -2.67  2.61
H  -3.38  -3.75  2.45
H  -3.43  -6.76  7.41
H  -4.56  -5.55  7.89
H  -3.34  -5.46  10.22
H  -2.28  -6.75  9.69
H  -4.58  -8.00  9.15
H  -5.30  -6.66  10.08
H  -3.86  -7.31  12.00
H  -3.17  -8.73  10.92
H  -4.87  -8.73  11.38
H  -4.34  -2.98  7.12
H  -2.71  -2.18  7.37
H  -2.74  -3.38  9.79
H  -4.36  -3.78  9.47
H  -3.19  -0.81  9.18
H  -3.91  -1.43  10.76
H  -5.63  -1.43  8.16
H  -5.20  0.01  9.11
H  -6.04  -1.34  9.82
C  -1.23  9.89  -2.06
C  -2.36  8.93  -1.75
C  -2.22  7.59  -2.35
C  -3.59  6.91  -2.09
P  -3.68  5.13  -2.46
C  -5.37  4.54  -2.70
C  -5.49  3.08  -2.92
C  -6.88  2.57  -2.66
C  -7.76  2.98  -3.87
C  -2.84  4.95  -4.09
C  -3.69  5.46  -5.27
C  -4.02  6.93  -5.46
C  -4.54  7.17  -6.88
C  -2.73  4.15  -1.10
C  -3.51  3.74  0.14
C  -3.83  2.21  0.13
C  -5.03  1.85  0.95
H  -1.35  10.93  -1.61
H  -1.03  10.03  -3.14
H  -0.41  9.58  -1.42
H  -3.33  9.34  -2.13
H  -2.58  8.84  -0.69
H  -1.34  7.03  -1.91
H  -1.93  7.69  -3.36
H  -4.37  7.37  -2.77
H  -3.92  7.05  -1.07
H  -5.79  5.14  -3.49
H  -5.87  4.80  -1.79
H  -4.86  2.51  -2.26
H  -5.17  2.82  -3.95
H  -7.43  2.94  -1.74
H  -6.76  1.46  -2.55
H  -7.82  4.08  -3.94
H  -8.71  2.50  -3.68
H  -7.28  2.67  -4.81
H  -2.75  3.85  -4.29
H  -1.86  5.39  -4.12
H  -4.65  4.91  -5.22
H  -3.21  5.11  -6.18
H  -3.06  7.55  -5.37
H  -4.71  7.29  -4.69
H  -5.55  6.77  -7.09
H  -3.77  6.88  -7.60
H  -4.73  8.19  -7.07
H  -1.94  4.88  -0.97
H  -2.27  3.24  -1.41
H  -4.42  4.30  0.20
H  -2.93  4.01  0.98
H  -2.89  1.73  0.41
H  -4.06  1.88  -0.88
H  -4.97  2.09  2.03
H  -5.14  0.75  0.85
H  -5.93  2.36  0.62
C  0.20  0.75  7.17
F  1.01  1.66  6.63
F  0.87  -0.16  7.95
F  -0.66  1.38  7.96
S  -0.59  -0.34  5.95
O  0.54  -0.50  5.04
O  -1.11  -1.48  6.68
N  -1.75  0.42  5.20
S  -3.21  0.74  5.65
O  -3.60  0.25  6.92
O  -3.63  2.06  5.32
C  -4.22  -0.41  4.53
F  -3.71  -0.51  3.24
F  -4.27  -1.63  4.98
F  -5.43  0.04  4.53
C  0.37  7.78  2.41
F  -0.41  8.49  1.57
F  1.40  8.61  2.63
F  -0.31  7.52  3.51
S  1.01  6.23  1.56
O  1.91  5.63  2.55
O  -0.16  5.48  1.23
N  1.56  6.79  0.25
S  3.02  7.42  0.07
O  3.06  8.81  0.40
O  4.13  6.68  0.53
C  3.12  7.28  -1.76
F  3.94  8.19  -2.25
F  3.54  6.05  -2.02
F  1.90  7.34  -2.34
B  1.96  -2.71  -1.77
F  0.97  -2.83  -0.79
F  3.25  -2.34  -0.95
F  2.15  -3.96  -2.45
F  1.66  -1.67  -2.61
B  -1.07  1.31  -3.87
F  -1.89  0.23  -3.64
F  -1.30  1.85  -5.27
F  -1.25  2.38  -2.98
F  0.22  0.83  -3.93

Output
* charge: +1
* HOMO level: -10.679 eV
* LUMO energy: -1.43 eV
* E: -222105.72084 eV

# 2
DFT (wB97M-V/def2-TZVPD) results for C43H51F3IN3OS as an isolated structure at a distorted geometry.

Element x y z (Å)
C  5.54  0.44  -3.19
C  5.81  0.75  -1.72
C  6.85  1.87  -1.63
C  6.24  -0.51  -0.96
C  7.59  -0.79  -0.76
C  7.99  -2.03  -0.27
C  7.07  -3.05  -0.07
C  5.72  -2.82  -0.30
C  4.74  -3.99  -0.28
C  4.41  -4.35  1.16
C  5.28  -5.21  -1.03
C  5.30  -1.51  -0.62
N  3.93  -1.20  -0.85
N  3.40  -1.39  -2.07
N  2.07  -1.41  -1.88
C  1.17  -1.74  -2.97
C  0.46  -2.97  -2.97
C  0.98  -4.12  -2.13
C  2.22  -4.72  -2.80
C  -0.08  -5.17  -1.80
C  -0.65  -3.09  -3.80
C  -0.95  -2.11  -4.75
C  -0.09  -1.02  -4.90
C  1.00  -0.84  -4.04
C  1.93  0.35  -4.25
C  1.25  1.65  -3.85
C  2.48  0.42  -5.68
C  1.76  -1.23  -0.52
C  0.39  -1.42  -0.09
C  0.14  -2.23  1.04
C  -1.15  -2.41  1.52
C  -2.23  -1.83  0.86
C  -2.04  -1.07  -0.30
C  -0.73  -0.85  -0.75
C  2.94  -1.04  0.11
C  3.48  -0.81  1.48
H  4.90  -0.44  -3.30
H  5.04  1.29  -3.66
H  6.47  0.26  -3.73
H  4.87  1.08  -1.26
H  7.15  2.05  -0.59
H  7.73  1.63  -2.23
H  6.41  2.80  -2.03
H  8.35  -0.05  -1.00
H  9.05  -2.23  -0.07
H  7.38  -4.06  0.24
H  3.83  -3.66  -0.80
H  4.03  -3.48  1.70
H  3.66  -5.15  1.19
H  5.33  -4.70  1.67
H  5.58  -4.95  -2.06
H  6.17  -5.64  -0.54
H  4.51  -5.99  -1.08
H  1.30  -3.68  -1.17
H  3.00  -3.95  -2.93
H  2.63  -5.55  -2.20
H  1.96  -5.11  -3.80
H  -0.93  -4.71  -1.29
H  -0.43  -5.67  -2.72
H  0.34  -5.94  -1.14
H  -1.28  -3.98  -3.70
H  -1.83  -2.22  -5.39
H  -0.28  -0.28  -5.68
H  2.78  0.18  -3.58
H  0.89  1.59  -2.81
H  1.96  2.49  -3.92
H  0.39  1.85  -4.50
H  2.98  -0.53  -5.93
H  1.67  0.59  -6.40
H  3.21  1.23  -5.78
H  1.01  -2.68  1.53
H  -1.31  -2.99  2.43
H  -3.25  -1.99  1.24
H  -2.90  -0.66  -0.84
H  -0.56  -0.21  -1.61
H  3.60  -1.71  2.11
H  4.44  -0.24  1.45
C  -1.73  2.78  4.34
C  -1.19  1.27  4.59
C  -0.20  1.33  5.73
C  -2.19  0.14  4.62
C  -1.82  -1.19  4.93
I  0.13  -1.93  5.22
C  -2.82  -2.17  4.93
C  -4.08  -1.89  4.41
C  -4.37  -0.62  3.91
C  -3.41  0.38  4.01
O  -0.83  1.51  3.34
S  2.23  0.14  2.16
C  2.90  1.72  2.69
F  4.03  1.69  3.45
F  3.09  2.55  1.63
F  1.92  2.29  3.47
H  -2.35  3.08  5.19
H  -0.84  3.42  4.38
H  -2.27  3.03  3.42
H  -0.75  1.63  6.63
H  0.27  0.36  5.91
H  0.55  2.07  5.50
H  -2.63  -3.15  5.33
H  -4.86  -2.66  4.42
H  -5.34  -0.41  3.47
H  -3.57  1.36  3.55

Output
* HOMO level: -3.572 eV
* LUMO energy: -1.22 eV
* E: -79018.15511 eV